(1)
B4CaH16 | wB97M-V/def2-TZVPD

Element x y z (Å)
H1 -1.30 1.29 -2.37
H2 0.59 -1.18 -1.14
H3 1.43 0.26 -0.70
H4 -0.68 -1.67 0.06
H5 -1.60 -0.26 0.63
B1 0.49 1.07 1.13
B2 -0.78 0.82 -1.55
H6 -1.46 0.82 -0.72
H7 -0.49 0.76 1.47
H8 0.40 1.54 0.16
B3 1.33 -0.79 -0.46
H9 1.12 0.20 1.09
H10 1.06 -0.97 0.57
Ca1 -0.17 -0.01 -0.15
H11 0.12 1.36 -1.30
H12 -0.49 -0.19 -1.80
H13 0.99 1.78 1.77
H14 -0.17 -0.75 1.45
B4 -1.03 -1.13 0.93
H15 2.25 -1.26 -0.75
H16 -1.60 -1.67 1.67

Results
- Molecular weight: 99.45 u
- Relative energy (zero: lowest compared OMol25 entry of this formula, charge and spin): 564.3 kcal/mol
- Highest occupied orbital energy: 0.0 eV
- Net charge: -2

=====

(2)
C49H54N7O6 | wB97M-V/def2-TZVPD

Element x y z (Å)
O1 3.08 1.84 -6.33
C1 -6.37 4.74 -2.90
C2 2.65 0.73 -2.76
H1 3.15 0.25 -2.14
H2 4.27 2.19 -0.57
C3 -1.27 -1.45 1.41
H3 1.23 1.06 3.07
H4 1.48 -1.81 -3.92
C4 6.59 -0.83 0.30
H5 -0.55 -0.43 -4.35
C5 -5.30 0.33 2.25
C6 6.29 1.26 -0.90
C7 -0.78 1.67 3.22
N1 1.20 -3.67 1.65
H6 -5.72 -0.52 1.74
H7 -5.86 6.12 -1.37
H8 1.20 -4.16 -3.02
H9 6.55 1.98 -1.49
H10 -6.93 3.27 -4.36
C8 -6.09 3.60 -3.65
H11 -4.92 -2.96 1.40
H12 -1.02 2.74 2.93
N2 4.31 2.86 2.87
H13 -0.03 2.67 -2.92
H14 0.57 2.17 -0.89
C9 -0.67 -0.79 2.49
H15 -1.11 1.52 4.24
C10 2.44 -4.17 -0.28
H16 -4.76 3.76 2.02
C11 4.34 0.24 0.29
C12 4.81 1.31 -0.45
C13 1.25 -4.93 2.05
H17 -2.91 -1.82 -3.95
C14 6.47 2.83 4.49
C15 -1.81 0.66 1.21
H18 -4.39 2.02 -3.96
H19 7.45 3.48 2.77
H20 2.13 -6.94 1.40
C16 1.81 -3.18 0.60
C17 0.37 -3.61 -3.28
H21 2.66 -6.41 -0.58
H22 -6.03 1.94 0.77
N3 -3.42 -3.84 2.45
C18 5.16 -0.90 0.60
C19 2.41 -5.55 0.01
H23 -3.51 -1.72 -0.22
C20 -2.82 -0.94 -0.46
C21 -0.86 -4.11 -3.17
H24 4.94 -1.77 1.24
C22 5.23 2.51 5.00
H25 1.11 2.70 3.82
H26 2.98 -3.74 -1.05
H27 1.71 -2.07 0.33
C23 -4.74 2.82 -3.37
C24 -2.64 -4.93 2.57
H28 7.40 -1.45 0.62
C25 0.68 1.90 3.13
C26 7.11 0.20 -0.52
H29 -2.08 -1.44 -1.32
C27 -1.94 -2.18 -3.78
H30 -2.20 1.58 0.95
O2 -7.57 5.31 -3.06
H31 5.57 3.52 1.40
N4 -1.04 0.56 2.32
C28 -4.44 -3.70 1.57
H32 0.80 -4.90 3.01
H33 3.25 2.13 4.43
N5 -2.06 -3.48 -3.34
C29 -4.04 3.26 -2.36
O3 3.11 0.15 0.72
N6 -1.94 -0.57 0.70
C30 5.50 3.18 2.41
C31 -0.70 -1.59 -4.09
H34 -1.30 -2.45 1.16
C32 1.83 -5.90 1.18
C33 6.63 3.20 3.18
H35 2.66 0.75 0.50
H36 -0.07 -1.09 3.42
O4 8.42 0.21 -0.74
C34 -4.37 4.41 -1.64
C35 -5.47 1.65 1.71
H37 -2.26 2.98 -1.44
H38 5.06 1.90 6.02
H39 4.06 1.76 -6.69
C36 4.17 2.40 4.11
C37 0.53 -2.33 -3.84
C38 -5.48 5.20 -1.96
H40 -0.97 -5.12 -2.75
C39 -3.99 2.46 3.39
O5 1.12 1.47 -1.06
C40 3.28 0.74 -4.19
C41 1.05 2.37 -3.36
H41 8.98 0.94 -1.23
H42 -2.01 -4.75 3.40
C42 -4.65 -4.76 0.59
H43 1.09 3.19 -5.27
H44 7.28 2.83 5.01
C43 -4.65 0.23 3.47
O6 -2.97 2.54 -1.90
C44 2.64 1.73 -5.10
H45 -4.57 -0.91 3.84
N7 -3.98 1.26 4.10
H46 -2.27 -6.95 1.88
H47 -5.23 -4.77 -0.25
H48 -3.64 4.77 -0.77
C45 -4.80 2.71 2.30
C46 1.58 2.51 -4.65
C47 1.56 1.51 -2.37
H49 -7.78 6.13 -2.61
H50 -3.36 3.15 4.05
H51 -3.82 -6.53 -0.07
C48 -3.69 -5.85 0.66
H52 0.82 1.97 1.98
C49 -2.80 -5.99 1.72
H53 -3.30 -0.11 -1.00
H54 3.97 0.02 -4.40

Results
- Molecular weight: 837.01 u
- Relative energy (zero: lowest compared OMol25 entry of this formula, charge and spin): 0.0 kcal/mol
- Highest occupied orbital energy: -9.7 eV
- Net charge: +1

=====

(3)
C3H2ClNO | wB97M-V/def2-TZVPD

Element x y z (Å)
H1 2.10 -0.74 0.07
O1 1.03 0.84 0.84
C1 1.10 -0.24 0.06
H2 -0.38 -1.55 -1.00
C2 -0.93 0.43 0.08
C3 -0.11 -0.61 -0.40
Cl1 -2.50 0.61 -0.45
N1 -0.29 1.26 0.80

Results
- Molecular weight: 103.51 u
- Relative energy (zero: lowest compared OMol25 entry of this formula, charge and spin): 28.6 kcal/mol
- Highest occupied orbital energy: -10.4 eV
- SMILES: Clc1ccon1

=====

(4)
C8H22InN2O2 | wB97M-V/def2-TZVPD

Element x y z (Å)
H1 -1.15 1.58 -4.41
H2 -1.78 -0.70 3.80
C1 -1.86 1.16 -2.29
C2 1.37 -0.71 2.60
H3 -2.83 0.87 -1.89
C3 -0.76 -1.08 3.73
H4 3.45 -0.61 -0.25
H5 -0.78 -0.77 -2.47
H6 -2.86 1.67 -4.14
In1 -0.89 2.29 1.10
C4 1.87 -0.37 1.13
H7 -2.23 0.10 -4.14
H8 3.41 -1.81 1.07
N1 -1.46 2.45 -1.90
H9 1.57 -1.76 2.83
C5 -1.14 -1.49 -0.17
H10 3.97 -0.25 1.47
H11 2.13 0.87 -0.28
C6 -1.97 1.12 -3.85
O1 -0.05 -0.40 2.66
H12 -0.32 -2.16 -0.44
H13 0.16 0.51 -2.08
H14 -1.39 -1.71 0.87
N2 1.76 0.99 0.65
H15 2.54 1.36 1.18
H16 1.91 -0.17 3.38
H17 -0.53 2.56 -2.27
H18 1.25 -0.98 0.46
C7 -0.81 0.10 -1.82
C8 3.26 -0.76 0.81
H19 -2.00 3.11 -2.44
H20 -0.74 -2.16 3.60
H21 -2.00 -1.77 -0.78
O2 -0.83 -0.13 -0.42
H22 -0.31 -0.96 4.71

Results
- Molecular weight: 293.09 u
- Relative energy (zero: lowest compared OMol25 entry of this formula, charge and spin): 0.0 kcal/mol
- Multiplicity: 2
- Highest occupied orbital energy (spin up / spin down): -24.5 / -24.4 eV
- Net charge: +4

=====

Energy list, top to bottom, in eV: -21376.4025; -74383.0898; -19201.4025; -20846.4250
Max |F| list, top to bottom, in eV/A: 12.02; 17.87; 2.66; 4.60